[1]
Molecular formula: C14H24N4NbOS
Method: DFT, ωB97M-V/def2-TZVPD

Properties
**Total charge**: -1
**HOMO level**: -0.180 hartree
**HOMO-LUMO gap**: 7.21 eV

Geometry as XYZ:
```
45
Properties=species:S:1:pos:R:3:forces:R:3:mulliken_charge:R:1
N 5.623034 -2.575575 -1.512576 0.175 0.007 0.014 0.077
H -3.672568 2.631673 4.839599 -0.080 0.301 0.112 -0.023
H -1.907247 2.066367 2.060914 -0.118 -0.862 -0.277 0.386
H -2.398327 -0.727560 0.604112 0.618 0.890 0.104 0.386
C -2.830923 0.283471 3.127455 0.162 -0.435 -0.227 -1.181
H -2.211802 0.129267 4.059139 -0.747 0.130 -0.691 0.359
C -0.030731 -1.886520 -1.793244 -0.028 0.065 -0.056 -0.403
O -3.645937 4.645531 -1.409365 1.130 0.373 0.443 -0.276
C 0.748116 -3.008642 -1.675864 -0.139 -0.028 -0.013 -0.991
H 7.862549 -4.829996 -0.795512 -0.038 0.043 -0.011 0.389
H -3.311023 6.788264 -0.905786 0.154 -1.330 -0.262 0.357
H -6.177033 2.363206 4.219385 -0.545 -0.314 0.019 0.025
H 4.724155 -2.128986 -1.453227 0.084 -0.034 -0.003 0.254
C -1.886165 0.948122 2.041371 0.947 -1.554 -0.012 -0.512
H -4.418409 2.788793 2.426352 -0.076 0.824 0.004 0.046
C 2.088197 -1.204557 -1.619818 0.021 0.031 -0.038 -0.370
N 0.791966 -0.794979 -1.763490 0.046 -0.065 0.002 0.007
C 6.661547 -2.159080 -2.299754 -0.056 0.036 -0.033 -0.353
C -2.894547 5.764905 -1.027930 2.336 -2.170 -0.048 0.030
H -1.207130 0.549217 -0.039646 -0.787 -0.366 0.505 -0.105
H 6.565716 -1.285727 -2.924553 0.023 -0.058 0.018 0.350
H -4.285984 0.558951 -0.078990 0.790 0.558 -0.338 0.403
H 5.314539 -4.173378 -0.135101 0.050 0.012 -0.030 0.345
H 2.967317 -3.200771 -1.457272 -0.116 -0.068 -0.018 0.317
H -3.527914 2.042015 0.607348 -0.087 -0.822 -0.673 -0.081
C 7.286136 -3.999300 -1.171490 -0.069 -0.074 0.099 -0.474
Nb -4.639768 1.523064 3.722704 1.704 -0.942 -0.509 -0.767
C 7.708237 -3.024960 -2.112028 0.024 0.117 -0.088 -0.541
C -3.341166 1.153438 -0.052929 0.419 0.523 0.792 -0.277
H 0.391115 -4.026375 -1.668706 0.014 0.059 0.012 0.392
C -2.719796 3.648448 -1.390234 2.352 -1.117 0.849 0.500
C 5.996942 -3.693150 -0.817974 -0.092 -0.017 0.010 -0.393
N -1.626982 5.387131 -0.843963 -1.593 2.160 0.245 -0.455
H -3.168553 -0.731022 2.782849 0.539 0.711 0.276 0.300
H -1.097404 -1.769943 -1.896478 0.055 -0.020 0.029 0.405
H 2.892057 -0.486570 -1.569898 -0.053 -0.010 0.010 0.338
N -1.475287 4.044312 -1.041506 -3.726 0.507 -0.985 -0.185
S -2.906280 1.879312 -1.720865 -0.979 0.757 0.169 -0.229
H -5.664391 0.435465 2.628716 -0.387 0.092 -0.217 -0.014
H 0.488915 0.162495 -1.835262 -0.027 -0.077 0.053 0.200
H -4.886557 0.440981 5.173607 -0.153 0.327 0.576 -0.015
C 2.094233 -2.576363 -1.565438 0.133 0.132 0.025 0.078
H -0.822188 0.655174 2.301488 -0.964 0.407 -0.188 0.292
C -2.121237 0.358941 0.579767 -0.861 1.298 0.326 0.031
H 8.670578 -2.965089 -2.595908 -0.053 0.006 0.023 0.378
```
Positions in Å, forces in eV/Å.

=====

[2]
Molecular formula: C2H13N6O
Method: DFT, ωB97M-V/def2-TZVPD

Properties
**Total charge**: +1
**HOMO level**: -0.484 hartree
**HOMO-LUMO gap**: 10.55 eV
**ΔE to the lowest compared entry with this formula, charge and spin**: 75.0 kJ/mol

Geometry as XYZ:
```
22
Properties=species:S:1:pos:R:3:forces:R:3:mulliken_charge:R:1
H -0.022393 1.421656 -1.473303 -0.121 0.274 0.074 0.492
N -1.076110 -1.008532 1.481259 -0.956 -1.412 -0.726 -0.727
H 2.122013 -2.782102 0.486566 1.198 0.259 -0.158 0.286
H -0.043919 -1.061093 -1.532022 -0.838 -0.479 0.793 0.257
H 0.349872 2.280935 2.437527 -0.221 -0.799 -1.210 0.255
H -0.739239 -1.073134 2.433061 -0.322 -0.479 0.025 0.227
C -0.121316 -0.473672 0.620160 -0.938 -2.553 -5.135 1.254
H -1.626439 -1.206206 -0.834103 -0.237 -0.747 -0.250 0.183
H -1.403241 -1.908993 1.035378 0.465 1.200 1.517 0.286
H 0.813232 -2.769689 1.339220 -0.448 -1.066 0.906 0.233
H -1.222954 1.479810 -2.875604 0.179 0.947 -0.363 0.327
N -0.230134 1.379839 -2.699421 0.579 -3.721 0.008 -0.638
H 0.507173 2.800331 0.048103 -0.773 -2.281 -0.440 0.178
N 1.160259 -2.535510 0.438405 -1.766 1.678 -0.213 -0.579
H 0.185954 0.772019 2.893375 -0.123 -2.091 0.989 0.143
H 0.480423 1.946267 -3.095219 -0.134 1.432 -1.004 0.331
N -0.789093 -0.675676 -0.935181 2.315 1.513 3.039 -0.602
H -0.017200 0.408466 -3.101811 -0.379 1.754 1.022 0.321
N 0.173402 1.315667 2.093191 0.724 3.707 0.400 -0.307
N 0.219350 1.786153 -0.201855 0.811 1.112 1.359 -0.512
C 0.126462 0.970949 0.815338 0.013 1.613 -0.448 -0.117
O 1.153895 -1.067485 0.626944 0.975 0.139 -0.187 -0.291
```
Positions in Å, forces in eV/Å.

=====

[3]
Molecular formula: C39H40F6HfOP2
Method: DFT, ωB97M-V/def2-TZVPD

Properties
**Total charge**: +2
**HOMO level (spin up / spin down)**: -0.489 / -0.489 hartree
**HOMO-LUMO gap (spin up / spin down)**: 2.36 / 2.37 eV

Geometry as XYZ:
```
89
Properties=species:S:1:pos:R:3:forces:R:3:mulliken_charge:R:1
C -0.859275 0.049188 3.512457 2.099 -0.072 2.246 0.547
C -1.790076 0.910494 -6.130990 -0.311 -0.209 -0.067 -0.074
H 0.242212 -0.646034 -8.264489 0.129 -0.052 0.475 0.292
C -3.733436 -4.175699 -2.855985 0.181 0.291 0.049 -0.697
H 1.954551 -2.658071 -1.052951 0.330 0.025 0.046 0.360
F -0.615756 2.300734 -0.104529 -0.350 0.084 0.168 -0.818
H 0.321914 2.990410 -6.900478 0.134 -0.388 -0.025 0.366
C -2.886556 -2.674186 -0.664720 -0.141 0.047 -0.193 0.256
H 6.232828 -3.237837 -0.866874 -0.299 0.269 0.009 0.406
C 4.474691 -0.485178 -1.878356 -0.141 -0.062 0.289 -0.288
P 1.697313 0.097225 -1.802510 1.390 0.090 -1.195 1.043
C -4.633121 2.764981 -2.818407 0.032 -0.191 0.124 -0.679
C 5.570784 -1.303684 -1.580750 -0.272 -0.151 -0.098 -0.659
C 3.178350 -0.967993 -1.654092 -0.292 -0.333 0.398 -0.010
H 6.577432 -0.921798 -1.738179 -0.211 -0.127 0.001 0.428
H 0.719103 1.978235 -8.286607 -0.160 0.144 0.293 0.355
C -4.223148 0.391396 -2.549024 0.158 -0.081 0.142 -0.845
C -4.079046 -4.573850 -1.561656 0.083 0.238 0.118 -0.679
C -2.661547 -1.495524 2.918016 -1.540 0.531 -0.506 -1.538
F -0.164469 1.201349 3.242827 -0.891 -1.072 -0.167 -0.238
C -3.258148 2.996499 -2.892149 0.190 -0.104 -0.198 -0.793
H -1.289413 2.101003 -2.924435 -0.249 0.068 0.043 0.544
H 3.917564 -4.081961 -0.476626 0.085 0.274 -0.195 0.417
H -4.685285 -5.468292 -1.401841 0.223 0.296 -0.107 0.390
H -2.658128 -2.742501 -4.075644 -0.245 -0.075 0.221 0.186
C -1.168335 -1.423011 -6.805645 -0.294 -0.326 -0.349 -1.120
C 2.575593 2.729641 -1.305629 -0.151 -0.068 0.019 -0.174
C 1.189538 1.091418 -6.432590 0.651 -0.298 -0.487 -0.995
H -1.982755 -2.283532 3.253376 0.207 0.317 -0.018 0.409
H 3.196237 4.755648 -0.932556 -0.085 -0.182 -0.226 0.459
C -5.116377 1.461025 -2.658232 0.206 0.131 -0.118 -0.743
H 2.193996 1.296941 -4.345988 0.198 0.395 0.095 0.068
C 5.374220 -2.597350 -1.081360 -0.152 0.279 -0.130 -0.526
P -1.637294 -0.678939 -2.082370 -1.042 -0.258 -0.997 0.988
F 0.063736 -0.942158 3.703914 -1.195 1.144 -0.412 -0.212
C 0.276982 -1.086994 -7.253978 -0.149 -0.531 -0.280 -1.351
C -1.879107 -0.410878 -5.944357 -0.221 0.380 -0.281 -0.279
H -4.597665 -0.624844 -2.408137 0.045 0.326 0.008 0.467
H 1.852831 1.127203 1.557307 -0.372 -0.104 -0.185 0.564
H -6.191698 1.281923 -2.607856 0.347 0.013 -0.049 0.462
C 2.320057 1.755193 -2.283218 -0.440 0.268 0.472 0.000
H -2.260258 1.622127 -5.443556 -0.078 -0.419 -0.215 0.529
C 2.447848 2.075835 -3.632873 -0.113 -0.176 0.036 0.165
C 2.847182 3.353158 -4.028793 0.103 -0.023 0.286 -0.281
C -2.452551 1.003214 1.961270 -7.485 -0.410 3.702 0.225
H 3.470030 5.310097 -3.349671 -0.157 -0.240 0.094 0.420
F -3.588456 0.774267 1.241886 3.405 1.557 0.700 -0.093
H -2.869183 4.012949 -2.998693 -0.182 -0.377 -0.054 0.475
C -2.965015 -3.020578 -3.066261 -0.155 0.020 0.212 -0.144
H -3.891402 -4.138593 0.551955 0.084 -0.008 -0.268 0.478
C 2.979050 4.006732 -1.694059 0.126 -0.128 -0.090 -0.691
H -3.255251 -1.118422 3.748026 -0.163 -0.342 0.065 0.431
C -3.639715 -3.828095 -0.461898 -0.028 0.021 -0.238 -0.453
H 4.618767 0.527644 -2.259759 0.046 -0.295 0.183 0.464
H -3.296746 -1.910004 2.129259 0.003 0.177 0.256 0.445
H -1.143073 -2.407993 -6.306683 -0.194 0.331 -0.042 0.211
C 4.075646 -3.080447 -0.880232 -0.167 -0.025 -0.179 -0.665
C -1.820338 -0.358803 2.377049 4.038 -0.609 -1.541 1.113
F -2.776505 1.799559 2.997942 1.310 -1.058 -3.463 -0.117
H -4.072080 -4.762267 -3.709025 0.169 0.136 0.192 0.464
C 1.128167 -0.244010 -6.349920 0.341 0.481 -0.343 0.163
C 1.674394 0.215575 0.954183 1.443 -0.201 0.665 -1.666
H 2.655048 -0.005874 0.497109 -0.434 0.201 0.285 0.495
H 1.850100 -0.808104 -5.752216 0.044 0.400 -0.386 1.026
H 0.807947 -2.048937 -7.370200 -0.248 0.370 -0.093 0.456
H -1.769837 2.399182 -7.641189 0.159 -0.356 0.037 0.508
C -2.837128 0.617595 -2.605495 -0.102 0.322 0.004 1.105
C 2.973819 -2.285367 -1.193997 0.349 0.349 0.133 -0.499
H 2.952348 3.594523 -5.090480 -0.042 -0.096 0.392 0.487
C -0.402189 -0.964894 -3.334779 1.316 -0.164 -0.800 -0.414
C 0.293346 1.949047 -7.265190 -0.139 0.389 -0.357 -1.161
F -1.498077 0.232254 4.707791 0.557 -0.148 -1.595 -0.242
H -2.502772 -2.102564 0.180849 -0.227 -0.257 -0.290 -0.279
H -0.762464 -1.511379 -4.215537 0.453 0.251 0.326 0.374
C -1.180432 1.507077 -7.370635 0.138 0.166 -0.387 -1.153
C -2.588733 -2.233405 -1.965675 0.416 -0.385 0.529 0.026
H -2.589675 -0.828308 -5.225473 0.327 0.329 0.182 0.837
Hf -0.263525 0.433027 -0.132575 0.454 0.358 1.469 2.004
H 1.538180 -0.610667 1.679844 -0.163 0.248 -0.332 0.478
H 2.070988 1.638075 -6.083345 -0.451 -0.372 0.217 1.018
C 3.126948 4.319624 -3.051740 -0.073 -0.400 -0.008 -0.758
C -2.366000 1.925518 -2.832872 -0.029 -0.199 0.444 -0.501
C 0.912767 -0.642142 -3.227043 -1.235 -0.772 -0.487 -1.456
H -1.275105 0.808764 -8.217651 -0.143 0.214 0.403 0.290
H -1.767516 -1.569168 -7.725384 0.194 -0.150 0.359 0.541
H 2.433521 2.485614 -0.248703 0.170 0.220 -0.344 0.238
H -5.325060 3.606730 -2.876859 0.180 -0.288 0.024 0.434
O -1.077291 -0.767450 1.244614 -0.919 0.312 1.276 -0.673
H 1.621981 -0.998809 -3.975004 -0.382 0.124 0.108 1.062
```
Positions in Å, forces in eV/Å.

=====

Record-wise energy values, in eV: -35292.026, -13264.544, -79310.239